No. 1
C38H106N4O24 | ωB97M-V/def2-TZVPD

Each line ends with the Löwdin charge.
Geometry (Å):
O -15.25 11.97 4.65  -0.200
O 10.60 8.65 1.41  -0.074
O 4.08 13.85 3.64  -0.191
O 9.62 7.28 -1.17  -0.081
O 10.81 20.97 4.05  -0.101
O 2.40 18.60 -1.06  -0.068
O 12.87 16.59 1.10  -0.069
O -1.68 16.10 4.01  -0.223
O 12.49 13.64 1.45  -0.075
O 5.32 17.90 12.24  -0.092
O -5.36 11.32 8.42  -0.213
O -1.21 15.68 -0.66  -0.055
O 0.79 24.40 4.37  -0.184
O -2.23 19.37 11.46  -0.062
O 3.50 15.02 10.78  -0.092
O 4.34 25.28 0.83  -0.194
O -11.79 14.96 0.67  -0.181
O 3.98 8.27 -5.04  -0.064
O -5.93 6.23 6.65  -0.226
O -4.19 12.78 0.39  -0.054
O 8.83 19.16 3.21  -0.084
O -4.16 19.57 13.31  -0.066
O 4.66 19.49 0.20  -0.078
O 1.77 9.85 -4.04  -0.038
N 1.15 16.00 4.39  -0.099
N 3.72 24.57 3.38  -0.063
N -4.28 8.62 7.49  -0.048
N -14.08 13.51 2.37  -0.051
C 4.10 9.62 -4.61  -0.238
C 5.14 16.48 12.03  -0.190
C -4.50 19.53 11.97  -0.276
C -4.58 6.16 7.19  -0.192
C 0.17 16.17 5.41  -0.239
C 4.90 13.71 2.58  -0.192
C 10.98 7.81 -0.90  -0.207
C 3.74 16.36 11.21  -0.215
C 8.55 19.92 4.37  -0.227
C -3.75 9.68 8.41  -0.188
C -6.58 4.96 6.45  -0.111
C 13.33 14.40 2.34  -0.224
C -14.70 12.17 2.37  -0.211
C -10.87 15.92 1.07  -0.129
C -4.18 7.33 8.09  -0.248
C 5.41 25.18 1.76  -0.218
C -1.04 17.03 4.92  -0.176
C 2.17 14.99 4.67  -0.182
C -14.39 11.40 3.62  -0.208
C 9.41 21.20 4.42  -0.192
C 4.71 25.03 -0.46  -0.131
C 2.42 19.96 -0.71  -0.233
C -15.41 11.06 5.79  -0.099
C -14.03 14.10 1.06  -0.241
C -2.61 16.74 3.07  -0.071
C 4.86 25.45 3.16  -0.196
C -3.44 19.91 11.03  -0.265
C 3.10 14.88 3.42  -0.163
C 3.21 24.60 4.69  -0.233
C 11.35 7.81 0.54  -0.254
C 1.93 23.69 4.80  -0.182
C 13.84 15.59 1.50  -0.230
C -5.77 12.67 8.46  -0.117
C -13.14 15.26 0.98  -0.243
C 3.38 20.05 0.51  -0.229
C -4.03 11.12 7.91  -0.196
C 0.41 25.42 5.18  -0.149
C 3.02 9.87 -3.55  -0.322
H -10.89 16.03 2.16  0.084
H 6.25 25.81 1.48  0.117
H -2.21 19.40 12.41  0.075
H 12.23 12.78 1.78  0.078
H 14.35 15.23 0.60  0.115
H -5.36 20.16 11.72  0.118
H -3.62 19.66 9.98  0.130
H 5.29 14.56 2.03  0.085
H 14.62 16.02 2.12  0.105
H 5.05 9.89 -4.14  0.119
H 3.05 25.50 5.28  0.100
H 7.54 20.28 4.14  0.107
H -6.78 12.68 8.86  0.091
H 3.90 16.91 10.28  0.108
H -0.15 15.19 5.75  0.113
H 5.66 25.51 -0.70  0.090
H 12.76 14.96 3.08  0.108
H 4.16 7.83 -4.21  0.080
H 4.61 26.51 3.15  0.116
H 2.59 14.73 10.80  0.079
H 10.94 8.81 -1.33  0.116
H -0.59 15.48 -1.37  0.030
H 3.26 10.80 -3.04  0.122
H 12.37 8.06 0.83  0.119
H 11.26 6.80 0.94  0.117
H 0.61 15.66 3.60  0.101
H -13.38 11.59 3.98  0.120
H -3.22 7.01 8.50  0.124
H -6.31 4.35 5.59  0.079
H -3.26 20.99 11.04  0.120
H 11.72 7.27 -1.50  0.115
H -7.55 5.36 6.13  0.084
H 10.74 8.35 2.31  0.080
H -3.51 13.37 0.69  0.019
H 3.94 25.40 -1.15  0.093
H 5.38 19.87 0.72  0.087
H -15.07 14.28 0.76  0.126
H -3.19 16.01 2.52  0.079
H 5.98 16.03 11.51  0.114
H -2.66 9.63 8.44  0.112
H 1.60 9.25 -4.78  0.100
H 3.28 18.33 -0.79  0.061
H -3.32 11.77 8.43  0.112
H 10.87 20.71 3.13  0.070
H 5.78 13.10 2.78  0.091
H 3.03 9.10 -2.78  0.115
H -4.95 7.28 8.86  0.118
H -13.18 13.53 2.81  0.111
H 3.72 10.19 -5.45  0.126
H -13.44 16.13 0.39  0.126
H -1.35 16.63 -0.74  0.027
H 2.61 15.42 5.57  0.119
H 0.65 16.64 6.27  0.114
H 4.76 23.96 -0.62  0.087
H -0.65 17.93 4.46  0.119
H -4.57 5.19 7.68  0.109
H 4.29 13.19 1.84  0.085
H -15.34 11.67 6.69  0.085
H 2.88 16.74 11.76  0.112
H 3.64 15.82 3.29  0.123
H -3.37 17.33 3.59  0.075
H 14.12 13.79 2.77  0.117
H 3.06 19.47 1.37  0.118
H -5.72 13.02 7.43  0.082
H -4.18 9.56 9.40  0.115
H 5.07 15.93 12.97  0.102
H -3.89 12.48 -0.47  0.029
H 9.19 21.89 3.61  0.108
H -16.26 10.40 5.67  0.080
H -15.79 12.17 2.31  0.124
H 1.27 26.09 5.26  0.072
H 9.38 7.47 -2.08  0.071
H -5.08 13.35 8.96  0.080
H 8.57 19.23 5.22  0.121
H -9.86 15.69 0.76  0.091
H 1.44 20.24 -0.33  0.115
H -4.83 18.49 11.99  0.127
H 5.48 25.39 4.05  0.119
H 3.40 21.09 0.82  0.110
H -4.61 19.02 13.96  0.100
H 2.00 22.80 4.18  0.118
H -13.10 15.72 1.97  0.116
H -14.36 11.65 1.48  0.111
H -14.51 10.32 3.47  0.119
H -4.05 6.17 6.24  0.121
H 12.05 16.64 1.61  0.076
H 5.87 24.20 1.64  0.117
H -0.50 25.91 4.83  0.094
H 0.15 25.09 6.18  0.088
H 4.55 18.32 12.63  0.075
H -2.07 17.44 2.43  0.080
H 1.71 14.03 4.91  0.117
H -14.61 10.32 5.85  0.070
H -5.28 8.75 7.43  0.107
H -6.65 4.37 7.36  0.083
H 8.69 18.25 3.47  0.081
H -13.71 13.41 0.28  0.117
H -11.14 16.89 0.66  0.084
H 4.04 24.22 5.29  0.115
H 1.77 23.26 5.79  0.114
H 9.38 21.80 5.33  0.117
H -3.88 11.22 6.83  0.125
H 2.70 20.60 -1.55  0.115
H -1.75 17.20 5.73  0.116
H 2.56 14.48 2.56  0.123
H 3.15 24.81 2.59  0.112



No. 2
C19H22N2O4 | ωB97M-V/def2-TZVPD

The structure (SMILES) is CC(C)C[C@H](NC(=O)Nc1ccc(Oc2ccccc2)cc1)C(=O)O.

Each line ends with the Löwdin charge.
Geometry (Å):
O -4.75 -0.72 2.28  0.116
O 3.72 1.95 0.34  0.038
O -3.89 2.37 -0.68  0.047
O -5.28 1.14 1.20  0.121
N -1.71 2.85 -0.40  0.140
N -2.54 0.77 0.18  0.139
C 2.37 2.09 0.17  -0.259
C -2.95 -1.64 0.39  -0.130
C 0.45 3.51 0.44  -0.009
C 0.24 1.42 -0.71  -0.023
C -1.39 -3.44 -0.35  -0.077
C 6.22 -0.65 0.02  -0.081
C 4.34 -1.57 1.18  -0.079
C 5.57 0.56 -0.10  -0.004
C -1.91 -2.03 -0.66  -0.434
C -2.77 2.00 -0.33  -0.514
C 5.61 -1.72 0.65  -0.096
C 1.58 1.17 -0.52  -0.003
C -3.57 -0.26 0.21  -0.212
C -2.48 -1.98 -2.07  -0.068
C -0.35 2.58 -0.21  -0.247
C 1.80 3.27 0.63  0.011
C -4.59 0.02 1.35  -0.494
C 4.29 0.70 0.43  -0.261
C 3.68 -0.36 1.08  -0.027
H 6.03 1.40 -0.58  0.119
H -0.98 -3.48 0.66  0.077
H -1.06 -1.34 -0.59  0.109
H -2.51 -1.69 1.39  0.128
H -4.97 1.67 0.41  0.078
H -2.20 -4.16 -0.43  0.083
H -1.97 3.81 -0.58  0.159
H -0.35 0.72 -1.29  0.109
H 3.87 -2.40 1.69  0.105
H 6.12 -2.67 0.73  0.100
H 7.22 -0.76 -0.39  0.105
H -1.75 -2.36 -2.78  0.078
H 2.03 0.28 -0.93  0.124
H -3.37 -2.59 -2.15  0.087
H 2.42 3.99 1.14  0.123
H -0.61 -3.72 -1.05  0.076
H 2.70 -0.24 1.51  0.120
H -4.13 -0.20 -0.73  0.157
H -3.77 -2.37 0.38  0.135
H -1.68 0.58 0.66  0.144
H -2.73 -0.96 -2.36  0.071
H 0.01 4.43 0.80  0.117



Electronic energy list, top to bottom, in eV: -96209.0774, -31231.8967
HOMO-LUMO gap list, top to bottom, in eV: 8.641, 8.991
ΔE to the lowest compared entry with this formula, charge and spin list, top to bottom, in kJ/mol: 173.5, 32.8